No. 1
{"formula": "C2HNO", "method": "ωB97M-V/def2-TZVPD", "symbols": ["C", "C", "N", "O", "H"], "positions_angstrom": [[0.478171, -0.013781, -0.195891], [1.688738, 0.149700, 0.054290], [2.937193, 0.258329, 0.493467], [3.738674, -0.209052, -0.303608], [-0.469512, 0.198022, -0.366906]], "forces_ev_per_angstrom": [[7.369, 0.218, 1.585], [-4.601, -0.083, 0.367], [-1.016, -0.379, -0.884], [2.079, -0.233, -0.167], [-3.831, 0.477, -0.900]], "lumo_ev": [1.0599, -1.8938], "spin_multiplicity": 3, "e_homo_ev": [-9.04, -10.68], "charge": 0, "total_energy_ev": -5621.5806, "orbital_gap_ev": [10.10, 8.78], "de_lowest_kcal_mol": 16.2}


No. 2
{"formula": "C2HNO2", "method": "ωB97M-V/def2-TZVPD", "symbols": ["C", "C", "H", "N", "O", "O"], "positions_angstrom": [[0.499130, -0.372824, 0.010558], [-0.993565, -0.303206, 0.010364], [0.451193, 1.528222, 0.025954], [-2.151304, -0.253146, -0.018048], [1.101224, 0.814611, -0.017015], [1.093322, -1.413656, -0.011814]], "forces_ev_per_angstrom": [[0.225, -1.014, -0.263], [-1.076, -0.021, 0.000], [0.012, 0.085, -0.022], [1.519, -0.031, 0.061], [-0.066, 0.093, 0.111], [-0.615, 0.887, 0.113]], "lumo_ev": -0.1759, "e_homo_ev": -12.08, "charge": 0, "total_energy_ev": -7674.4903, "smiles": "N#CC(=O)O", "orbital_gap_ev": 11.91, "de_lowest_kcal_mol": 14.3}


No. 3
{"formula": "C2HNO3S", "method": "ωB97M-V/def2-TZVPD", "symbols": ["C", "C", "N", "O", "O", "O", "S", "H"], "positions_angstrom": [[1.539865, 2.129959, -1.474731], [-1.612461, 0.917683, 0.905626], [-0.809836, 0.603023, -0.192984], [1.226714, 1.508407, -2.385879], [-2.640737, 0.685320, 1.409508], [1.756645, 2.684517, -0.500646], [0.066938, 1.104779, 1.405051], [-1.024319, -0.361518, -0.455755]], "forces_ev_per_angstrom": [[-0.814, -0.679, -0.085], [1.971, -1.195, -0.124], [-1.246, 1.274, 0.793], [0.060, -0.557, -1.512], [-1.553, 0.528, -0.144], [0.927, 1.352, 1.315], [-0.136, -0.444, -0.577], [0.791, -0.279, 0.335]], "lumo_ev": -0.7599, "e_homo_ev": -9.71, "charge": 0, "total_energy_ev": -20556.6674, "smiles": "O=C1NS1.O=C=O", "orbital_gap_ev": 8.95, "de_lowest_kcal_mol": 28.0}


No. 4
{"formula": "C2HNO3S", "method": "ωB97M-V/def2-TZVPD", "symbols": ["C", "C", "N", "O", "O", "O", "S", "H"], "positions_angstrom": [[-0.555317, -1.290237, 1.328064], [-0.540265, 1.110472, -1.628803], [0.428353, -0.729788, 0.932537], [-1.691183, -1.484614, 1.469899], [-0.893162, 0.208060, -2.318172], [1.533524, 1.177842, -0.339561], [0.402333, 2.079484, -0.710824], [1.315717, -1.071220, 1.266859]], "forces_ev_per_angstrom": [[-2.618, 1.022, -0.644], [-1.049, -3.977, -2.861], [2.196, -0.626, 0.410], [-0.371, -1.140, 0.741], [0.738, 3.305, 2.349], [0.441, 0.604, -0.196], [0.241, 0.441, 0.498], [0.422, 0.371, -0.296]], "lumo_ev": -1.2523, "e_homo_ev": -9.14, "charge": 0, "total_energy_ev": -20555.1325, "orbital_gap_ev": 7.89, "de_lowest_kcal_mol": 63.4}


No. 5
{"formula": "C2HNO3S", "method": "ωB97M-V/def2-TZVPD", "symbols": ["C", "C", "N", "O", "O", "O", "S", "H"], "positions_angstrom": [[3.795855, 0.143726, 0.760615], [1.294551, -0.358291, -0.776838], [4.265260, 0.597092, 1.708918], [0.756143, -0.360708, -1.787654], [-0.411236, -0.241770, 0.801990], [1.023489, -0.451077, 0.425720], [3.338056, -0.715973, -0.605623], [-0.351750, 0.725609, 1.155170]], "forces_ev_per_angstrom": [[-0.055, -0.333, 0.094], [3.729, -1.096, -1.400], [-0.048, 0.344, 0.182], [-1.248, 0.545, -2.355], [0.938, 2.054, 0.018], [-1.902, 0.451, 5.220], [-1.340, 0.301, -0.980], [-0.075, -2.266, -0.779]], "lumo_ev": -1.1028, "e_homo_ev": -10.24, "charge": 0, "total_energy_ev": -20553.5488, "smiles": "N#CSC(=O)OO", "orbital_gap_ev": 9.13, "de_lowest_kcal_mol": 99.9}


No. 6
{"formula": "C2HNO4", "method": "ωB97M-V/def2-TZVPD", "symbols": ["C", "C", "N", "O", "O", "O", "O", "H"], "positions_angstrom": [[-1.736445, 0.816576, 0.334298], [1.078102, 0.029744, -0.264780], [0.689526, -1.192196, -0.385451], [-1.414668, -0.304448, 0.483492], [-2.138328, 1.938239, 0.235106], [0.489613, -2.222055, 0.192114], [0.800352, 1.133385, -0.645370], [2.231850, -0.199247, 0.050595]], "forces_ev_per_angstrom": [[-1.270, 2.285, 0.069], [4.429, 2.042, 1.362], [-0.919, -4.071, -1.036], [-0.798, 1.697, -0.173], [1.416, -3.660, 0.236], [0.018, 1.374, -0.019], [-1.192, 0.100, -0.007], [-1.682, 0.232, -0.432]], "lumo_ev": -1.7268, "e_homo_ev": -9.92, "charge": 0, "total_energy_ev": -11766.3235, "smiles": "O=CN=O.O=C=O", "orbital_gap_ev": 8.19, "de_lowest_kcal_mol": 68.1}


No. 7
{"formula": "C2HNOS2", "method": "ωB97M-V/def2-TZVPD", "symbols": ["C", "C", "N", "O", "S", "S", "H"], "positions_angstrom": [[1.051279, -0.168654, 0.132803], [-0.280968, 0.160163, 0.287558], [0.351643, 0.236429, -0.988260], [2.105528, -0.444141, 0.505122], [-1.583514, 1.142654, 0.992045], [-1.518298, -0.913679, 0.956036], [-0.125670, -0.012773, -1.885304]], "forces_ev_per_angstrom": [[0.646, 1.101, -1.212], [-2.918, 0.603, 0.501], [-1.595, -0.151, -1.342], [2.878, -1.159, 1.013], [0.465, 0.820, 0.237], [-0.613, -1.075, -0.173], [1.136, -0.140, 0.976]], "lumo_ev": -0.3303, "e_homo_ev": -8.84, "charge": 0, "total_energy_ev": -27295.3221, "smiles": "O=C1NC12SS2", "orbital_gap_ev": 8.51, "de_lowest_kcal_mol": 38.1}


No. 8
{"formula": "C2HO2Tl", "method": "ωB97M-V/def2-TZVPD", "symbols": ["O", "C", "C", "O", "H", "Tl"], "positions_angstrom": [[0.188452, 3.018353, -0.507971], [-0.017661, 1.969196, -0.879809], [0.157779, -1.107188, 0.783990], [-0.419463, -2.046658, 0.193449], [0.128025, -1.242426, 1.918902], [-0.037133, -0.591276, -1.508560]], "forces_ev_per_angstrom": [[-0.090, -1.085, -0.358], [-0.026, 2.354, 0.783], [-0.384, -0.326, 0.621], [-0.302, -0.785, 1.327], [0.277, 0.157, -0.594], [0.525, -0.314, -1.780]], "lumo_ev": -0.2940, "e_homo_ev": -7.60, "charge": 0, "total_energy_ev": -10875.4160, "orbital_gap_ev": 7.30}


No. 9
{"formula": "C2HO2Tl", "method": "ωB97M-V/def2-TZVPD", "symbols": ["O", "C", "C", "O", "H", "Tl"], "positions_angstrom": [[1.320969, -1.266746, -0.808883], [0.382071, -0.493475, -0.815557], [-0.179476, 0.145638, 0.389907], [-0.252813, 1.392389, 0.506629], [-0.402420, -0.496104, -1.627467], [-0.868330, 0.718298, 2.355370]], "forces_ev_per_angstrom": [[-1.604, 2.304, 0.040], [1.022, -4.411, -1.505], [0.942, 5.333, -2.018], [1.624, -2.981, -4.580], [0.733, 0.524, 0.144], [-2.717, -0.769, 7.920]], "lumo_ev": [-6.7298, -8.4999], "spin_multiplicity": 2, "e_homo_ev": [-15.55, -15.67], "charge": 1, "total_energy_ev": -10866.5287, "orbital_gap_ev": [8.82, 7.17], "de_lowest_kcal_mol": 0.0}


No. 10
{"formula": "C2HO3S", "method": "ωB97M-V/def2-TZVPD", "symbols": ["C", "C", "O", "O", "O", "S", "H"], "positions_angstrom": [[0.166652, 0.270345, 0.662610], [-3.128132, -0.240324, -0.161798], [-2.846758, 0.204489, -1.247525], [-4.051183, 0.151639, 0.505943], [-2.250757, -1.192862, 0.395005], [-0.540649, -1.082933, 0.461812], [0.233915, 1.301651, 0.953209]], "forces_ev_per_angstrom": [[0.078, -2.011, 0.360], [0.020, 1.843, -0.266], [1.877, -0.005, -3.208], [-2.061, -0.575, 2.857], [1.653, -1.423, 0.995], [-0.946, 2.097, -0.323], [-0.622, 0.075, -0.415]], "lumo_ev": 3.5002, "e_homo_ev": -3.84, "charge": -1, "total_energy_ev": -19066.6975, "orbital_gap_ev": 7.34, "de_lowest_kcal_mol": 70.2}


No. 11
{"formula": "C2HO3S2", "method": "ωB97M-V/def2-TZVPD", "symbols": ["C", "C", "O", "O", "O", "S", "S", "H"], "positions_angstrom": [[-0.253140, -0.751586, -0.084480], [0.081061, 0.674108, -0.531492], [-1.437286, -0.857218, 0.560019], [0.364499, -1.722966, -0.478377], [-0.570113, 1.700638, -0.531845], [1.555825, 0.503955, 1.008893], [1.949202, 0.577101, -1.060274], [-1.690045, -0.124032, 1.117555]], "forces_ev_per_angstrom": [[0.561, -0.271, -1.515], [1.526, 0.452, 0.039], [-0.297, -1.353, 0.320], [-1.587, 0.388, 0.534], [-0.517, -0.774, -0.384], [1.204, 0.307, 0.527], [-1.250, 0.429, 0.715], [0.359, 0.822, -0.234]], "lumo_ev": 3.5407, "e_homo_ev": -3.29, "charge": -1, "total_energy_ev": -29903.9807, "smiles": "O=C(O)C1([O-])SS1", "orbital_gap_ev": 6.83, "de_lowest_kcal_mol": 25.1}


No. 12
{"formula": "C2HO3Tl", "method": "ωB97M-V/def2-TZVPD", "symbols": ["C", "O", "C", "O", "O", "Tl", "H"], "positions_angstrom": [[-1.424969, 0.658331, -1.538907], [-0.430511, 0.684179, -2.173657], [1.282731, -0.339417, 0.339855], [0.433421, -0.410299, 1.148076], [2.152413, -0.231131, -0.390657], [-0.832334, -0.602076, 2.593873], [-2.165132, 1.492869, -1.433741]], "forces_ev_per_angstrom": [[6.914, 2.754, -6.450], [-6.150, -1.675, 4.507], [4.913, 0.379, -2.852], [0.266, 0.238, -1.466], [-1.819, -0.285, 1.087], [-2.845, -0.777, 4.330], [-1.279, -0.634, 0.844]], "lumo_ev": [-17.0816, -20.2689], "spin_multiplicity": 2, "e_homo_ev": [-27.79, -28.23], "charge": 3, "total_energy_ev": -12883.3500, "orbital_gap_ev": [10.71, 7.96], "de_lowest_kcal_mol": 0.0}